No. 1
{"formula": "C5H14N2O", "method": "the ωB97M-V functional and the def2-TZVPD basis", "symbols": ["H", "N", "C", "N", "C", "C", "C", "C", "H", "H", "H", "H", "H", "H", "H", "H", "H", "H", "H", "O", "H", "H"], "coordinates": [[3.46, -0.61, -1.28], [3.36, -0.88, -0.29], [2.22, -0.52, 0.19], [1.32, 0.26, -0.44], [-0.04, 0.47, 0.04], [-0.98, -0.71, -0.41], [-1.45, -1.52, 0.82], [-2.76, -1.01, 1.38], [2.03, -0.84, 1.20], [1.56, 0.72, -1.30], [-0.38, 1.47, -0.24], [-0.09, 0.58, 1.13], [-1.81, -0.26, -0.96], [-0.38, -1.34, -1.06], [-1.48, -2.57, 0.54], [-0.72, -1.44, 1.63], [-2.67, -0.05, 1.90], [-3.47, -0.86, 0.57], [-3.19, -1.66, 2.15], [1.57, 3.93, -1.93], [1.36, 3.01, -1.68], [2.54, 3.84, -1.97]], "nbo_charge": [0.31, -0.71, 0.28, -0.63, -0.22, -0.42, -0.40, -0.61, 0.17, 0.38, 0.20, 0.20, 0.21, 0.22, 0.21, 0.19, 0.20, 0.20, 0.21, -0.92, 0.45, 0.47], "smiles": "[H]/N=C\\NCCCC.O", "homo_lumo_gap_ev": 9.473, "charge": 0, "relative_energy_kcal_mol": 46.5, "energy_ha": -383.62659}

---

No. 2
{"formula": "C5H14N2O", "method": "the ωB97M-V functional and the def2-TZVPD basis", "symbols": ["C", "C", "N", "C", "C", "C", "N", "H", "H", "H", "H", "H", "H", "H", "H", "H", "H", "H", "H", "O", "H", "H"], "coordinates": [[0.12, -2.18, -0.01], [1.00, -1.27, 0.38], [2.38, -1.38, 0.32], [0.59, 0.12, 0.83], [0.34, 1.18, -0.29], [-0.37, 0.85, -1.63], [-0.50, 2.26, 0.37], [0.58, -2.94, -0.57], [-0.97, -2.07, 0.11], [2.96, -1.26, -0.51], [2.85, -1.05, 1.13], [1.24, 0.63, 1.58], [-0.43, 0.09, 1.34], [1.24, 1.80, -0.60], [-0.01, 1.24, -2.55], [-0.41, -0.22, -1.96], [-1.53, 0.98, -1.58], [-1.50, 2.25, -0.06], [-0.03, 3.11, 0.09], [-2.70, -0.16, 0.21], [-2.94, -0.45, 1.16], [-2.68, 0.81, 0.25]], "nbo_charge": [-0.44, 0.17, -0.88, -0.45, -0.05, -0.65, -0.84, 0.20, 0.22, 0.39, 0.37, 0.21, 0.22, 0.18, 0.22, 0.23, 0.20, 0.33, 0.36, -0.94, 0.48, 0.47], "smiles": "C=C(N)C[C@@H](C)N.O", "homo_lumo_gap_ev": 9.201, "charge": 0, "relative_energy_kcal_mol": 80.1, "energy_ha": -383.57302}

---

No. 3
{"formula": "C5H14N2O", "method": "the ωB97M-V functional and the def2-TZVPD basis", "symbols": ["C", "C", "N", "H", "H", "H", "H", "H", "H", "H", "C", "C", "C", "O", "N", "H", "H", "H", "H", "H", "H", "H"], "coordinates": [[-0.81, 0.01, -0.82], [-1.07, 1.17, -1.77], [-1.99, -0.25, -0.03], [-2.32, 0.59, 0.42], [-1.80, -0.95, 0.69], [-0.58, -0.90, -1.39], [0.88, 0.50, -0.89], [-1.91, 0.95, -2.44], [-0.20, 1.35, -2.41], [-1.28, 2.08, -1.21], [0.96, -2.20, 0.99], [0.46, 1.43, 1.20], [0.74, 0.14, 0.47], [0.49, -0.91, 1.34], [1.92, 0.13, -0.30], [2.04, -0.75, -0.78], [2.05, -2.22, 0.93], [0.54, -2.54, 0.04], [0.64, -2.86, 1.80], [1.24, 1.55, 1.96], [0.52, 2.27, 0.52], [-0.51, 1.40, 1.68]], "nbo_charge": [-0.15, -0.65, -0.83, 0.35, 0.37, 0.17, 0.45, 0.23, 0.21, 0.20, -0.26, -0.65, 0.41, -0.54, -0.89, 0.35, 0.18, 0.17, 0.20, 0.23, 0.22, 0.22], "homo_lumo_gap_ev": 8.380, "charge": 0, "relative_energy_kcal_mol": 113.5, "energy_ha": -383.51982}

---

No. 4
{"formula": "C5H14N2O", "method": "the ωB97M-V functional and the def2-TZVPD basis", "symbols": ["C", "C", "C", "N", "H", "H", "H", "H", "H", "H", "H", "H", "H", "C", "N", "C", "O", "H", "H", "H", "H", "H"], "coordinates": [[0.60, 0.17, 1.67], [1.05, 2.22, 0.62], [-1.54, 1.05, -0.48], [0.09, 1.35, 1.26], [0.43, -0.59, 0.63], [1.69, 0.09, 1.78], [1.55, 2.78, 1.42], [0.55, 2.94, -0.02], [1.83, 1.71, 0.05], [-2.25, 0.72, 0.28], [-1.41, 2.12, -0.45], [-1.87, 0.74, -1.48], [0.03, -0.32, 2.47], [-0.84, -2.29, -0.38], [0.03, -1.15, -0.60], [1.02, -1.25, -1.52], [1.28, -2.25, -2.17], [-0.63, 0.04, -0.56], [1.63, -0.33, -1.59], [-1.68, -1.98, 0.25], [-0.31, -3.10, 0.13], [-1.23, -2.67, -1.32]], "nbo_charge": [-0.45, -0.47, -0.88, -0.18, 0.37, 0.21, 0.23, 0.22, 0.19, 0.21, 0.21, 0.21, 0.22, -0.42, -0.64, 0.52, -0.60, 0.35, 0.10, 0.20, 0.20, 0.22], "homo_lumo_gap_ev": [7.176, 7.182], "charge": 0, "relative_energy_kcal_mol": 153.5, "energy_ha": -383.45604}

---

No. 5
{"formula": "C5H14N2O", "method": "the ωB97M-V functional and the def2-TZVPD basis", "symbols": ["C", "O", "C", "C", "C", "C", "N", "N", "H", "H", "H", "H", "H", "H", "H", "H", "H", "H", "H", "H", "H", "H"], "coordinates": [[-1.95, 0.49, -0.48], [-2.99, 0.82, 0.69], [-0.99, -0.56, 0.08], [0.27, -0.55, -0.80], [1.12, 0.72, -0.59], [2.38, 0.43, 0.23], [2.04, -0.21, 1.50], [-1.59, -1.87, 0.20], [-1.55, 1.28, -1.14], [-2.62, 0.04, -1.21], [-2.33, 1.48, 0.32], [-0.71, -0.20, 1.06], [-0.05, -0.70, -1.84], [0.90, -1.38, -0.49], [0.55, 1.50, -0.08], [1.46, 1.11, -1.55], [3.13, -0.10, -0.37], [2.90, 1.40, 0.32], [1.48, 0.49, 1.98], [2.88, -0.26, 2.07], [-2.40, -1.75, 0.80], [-1.92, -2.19, -0.71]], "nbo_charge": [-0.22, -0.71, -0.06, -0.42, -0.41, -0.22, -0.82, -0.81, 0.21, 0.20, 0.46, 0.20, 0.19, 0.24, 0.18, 0.21, 0.19, 0.16, 0.34, 0.36, 0.37, 0.35], "homo_lumo_gap_ev": 10.235, "charge": 0, "relative_energy_kcal_mol": 97.1, "energy_ha": -383.54603}

---

No. 6
{"formula": "C5H14N2O", "method": "the ωB97M-V functional and the def2-TZVPD basis", "symbols": ["H", "N", "C", "N", "C", "H", "H", "H", "H", "H", "C", "C", "C", "O", "H", "H", "H", "H", "H", "H", "H", "H"], "coordinates": [[4.01, -3.75, -0.56], [3.01, -3.65, -0.34], [2.75, -2.55, 0.28], [1.53, -2.31, 0.83], [1.01, -0.91, 0.66], [3.49, -1.79, 0.33], [0.88, -3.04, 0.52], [0.04, -0.86, 1.16], [1.76, -0.23, 1.05], [0.77, -0.80, -0.42], [-0.40, 2.49, 0.40], [-1.76, 2.26, -0.37], [-2.15, 0.80, -0.46], [-3.46, 0.73, -1.18], [0.37, 1.74, 0.08], [-0.01, 3.50, 0.15], [-0.52, 2.37, 1.53], [-1.54, 2.52, -1.43], [-2.59, 2.87, 0.06], [-2.31, 0.35, 0.53], [-1.40, 0.31, -1.07], [-3.47, -0.05, -1.74]], "nbo_charge": [0.34, -0.72, 0.27, -0.61, -0.42, 0.15, 0.39, 0.21, 0.21, 0.18, -0.62, -0.42, -0.06, -0.74, 0.20, 0.22, 0.21, 0.20, 0.22, 0.17, 0.16, 0.47], "smiles": "[H]/N=C/NC.CCCO", "homo_lumo_gap_ev": 9.937, "charge": 0, "relative_energy_kcal_mol": 55.8, "energy_ha": -383.61185}

---

No. 7
{"formula": "C5H14N2O", "method": "the ωB97M-V functional and the def2-TZVPD basis", "symbols": ["C", "C", "C", "C", "C", "N", "N", "O", "H", "H", "H", "H", "H", "H", "H", "H", "H", "H", "H", "H", "H", "H"], "coordinates": [[-1.29, -0.47, 0.64], [-0.66, -1.12, -0.51], [1.12, 0.16, -1.56], [-0.12, 1.73, 0.29], [2.37, -0.15, -0.76], [-0.47, 0.72, 1.17], [-1.35, -1.34, 1.80], [-2.54, 0.07, 0.23], [-2.84, 0.66, 0.94], [0.32, 0.34, 1.67], [-1.92, -2.15, 1.59], [-1.74, -0.84, 2.59], [-1.16, -1.03, -1.45], [-0.04, -1.98, -0.31], [0.87, -0.62, -2.26], [1.25, 1.04, -2.19], [-0.96, 2.27, -0.13], [0.71, 2.34, 0.64], [0.37, 1.07, -0.73], [2.57, 0.61, -0.01], [2.28, -1.11, -0.24], [3.24, -0.20, -1.41]], "nbo_charge": [0.43, -0.41, -0.45, -0.37, -0.64, -0.61, -0.85, -0.73, 0.47, 0.38, 0.37, 0.36, 0.21, 0.20, 0.20, 0.20, 0.20, 0.20, 0.21, 0.20, 0.21, 0.21], "homo_lumo_gap_ev": [7.882, 7.653], "charge": 0, "relative_energy_kcal_mol": 131.8, "energy_ha": -383.49061}

---

No. 8
{"formula": "C5H14N2O", "method": "the ωB97M-V functional and the def2-TZVPD basis", "symbols": ["C", "C", "C", "O", "N", "C", "C", "N", "H", "H", "H", "H", "H", "H", "H", "H", "H", "H", "H", "H", "H", "H"], "coordinates": [[-2.22, 1.09, 0.49], [-1.04, 0.43, -0.18], [-1.52, -0.74, -1.02], [-2.08, -0.20, -2.26], [-0.06, -0.02, 0.81], [1.27, 0.60, 0.77], [2.38, -0.29, 0.17], [3.36, -0.78, 1.15], [-3.04, 1.39, -0.14], [-2.60, 0.48, 1.31], [-1.92, 2.01, 1.01], [-0.67, 1.13, -0.93], [-2.31, -1.35, -0.58], [-0.72, -1.41, -1.33], [-3.01, -0.44, -2.30], [-0.02, -1.02, 0.83], [1.21, 1.52, 0.20], [1.51, 0.83, 1.81], [3.03, 0.21, -0.52], [1.92, -1.14, -0.33], [3.09, -1.44, 1.86], [3.82, 0.01, 1.59]], "nbo_charge": [-0.61, -0.08, -0.07, -0.74, -0.64, -0.23, -0.24, -0.85, 0.21, 0.21, 0.21, 0.20, 0.17, 0.17, 0.47, 0.36, 0.19, 0.19, 0.20, 0.19, 0.36, 0.35], "smiles": "C[C@H](CO)NCCN", "homo_lumo_gap_ev": 9.473, "charge": 0, "relative_energy_kcal_mol": 54.0, "energy_ha": -383.61469}

---

No. 9
{"formula": "C5H14N2O", "method": "the ωB97M-V functional and the def2-TZVPD basis", "symbols": ["C", "C", "C", "C", "N", "C", "N", "H", "H", "H", "H", "H", "H", "H", "H", "H", "H", "H", "H", "H", "H", "O"], "coordinates": [[0.97, -0.08, 1.47], [0.22, -0.20, 0.15], [-0.97, 0.68, -0.01], [-1.00, 1.60, -0.95], [-2.34, 2.24, -1.24], [-3.09, 2.45, -0.15], [2.13, -0.96, 1.20], [1.17, 1.02, 1.64], [0.34, -0.26, 2.31], [0.84, 0.03, -0.66], [-0.08, -1.19, -0.17], [-1.80, 0.46, 0.69], [-0.21, 1.78, -1.70], [-2.54, 2.48, -2.23], [-4.23, 2.83, -0.37], [-2.76, 2.34, 0.85], [2.65, -0.59, 0.38], [2.75, -1.05, 2.03], [1.78, -1.91, 0.97], [2.00, -4.56, -0.95], [2.15, -3.57, -2.15], [2.02, -3.55, -1.10]], "nbo_charge": [-0.24, -0.47, -0.14, -0.05, -0.43, 0.13, -0.67, 0.25, 0.26, 0.22, 0.26, 0.23, 0.26, 0.48, 0.28, 0.24, 0.46, 0.47, 0.47, 0.50, 0.50, -1.00], "homo_lumo_gap_ev": 8.993, "charge": 2, "relative_energy_kcal_mol": 43.6, "energy_ha": -382.96941}

---

No. 10
{"formula": "C5H14N2O2", "method": "the ωB97M-V functional and the def2-TZVPD basis", "symbols": ["N", "C", "C", "C", "C", "N", "C", "O", "H", "H", "H", "H", "H", "H", "H", "H", "H", "H", "H", "H", "O", "H", "H"], "coordinates": [[2.03, 3.51, 0.30], [1.14, 2.38, 0.20], [1.44, 1.07, 0.48], [0.52, -0.11, 0.33], [-0.88, 0.24, 0.27], [-1.22, 0.38, -1.26], [-1.86, -0.93, 0.70], [-1.73, -1.99, -0.21], [1.60, 4.34, 0.75], [2.90, 3.23, 0.79], [0.07, 2.69, -0.01], [2.46, 0.83, 0.48], [0.77, -0.72, 1.29], [0.94, -0.87, -0.38], [-1.11, 1.20, 0.86], [-2.12, 0.76, -1.28], [-0.61, 1.01, -1.77], [-2.81, -0.44, 0.67], [-1.72, -1.35, 1.75], [-1.91, -1.66, -1.20], [0.84, -3.71, -0.52], [0.01, -3.76, -0.95], [0.92, -2.73, -0.30]], "nbo_charge": [-0.83, -0.01, -0.28, -0.45, -0.08, -0.87, -0.05, -0.75, 0.38, 0.37, 0.18, 0.20, 0.22, 0.22, 0.19, 0.35, 0.37, 0.15, 0.19, 0.50, -0.94, 0.47, 0.47], "smiles": "N/C=C/C[C@@H](N)CO.O", "homo_lumo_gap_ev": 9.085, "charge": 0, "relative_energy_kcal_mol": 71.4, "energy_ha": -458.82377}